ORCA calculation (ωB97M-V/def2-TZVPD) on a 13-piece molecular cluster, C72H175N13O13 overall at a distorted geometry.

## Properties
- Net charge: 0
- ΔE to the lowest compared entry with this formula, charge and spin: 108.26 kcal per mole
- Max |F|: 0.0922 Eh/bohr
- LUMO energy: 0.018 Eh
- HOMO: -8.016 eV
- HOMO-LUMO gap: 8.5 eV

Each line ends with the Löwdin charge.
Element x y z (Å)
H -3.69687 3.00857 3.49944  0.0433
H 2.75740 -0.46269 -6.92594  0.1010
O -0.02647 7.95176 2.82244  -0.2145
H 2.15820 -4.09248 -1.02367  0.0394
C -1.11633 -4.02779 5.02129  -0.4140
H -2.47000 -0.33935 -0.84558  0.0238
C 5.73339 2.16808 -6.09001  -0.1556
H 2.86369 5.06784 3.11225  0.0801
O -0.41770 -6.67444 0.44226  -0.1938
H 4.21164 -0.17371 4.85169  0.0726
H 5.27085 2.26273 -8.64841  0.0837
C -2.94946 -5.10123 -1.05086  -0.0730
C -0.02910 -7.47115 1.53330  -0.1193
H 0.34472 -6.89466 2.37949  0.0778
H -4.69314 -1.54461 -0.66214  0.1288
H 1.49632 5.84919 -6.06603  0.0826
H -1.33759 4.96697 -3.38750  0.1027
C 0.00609 -3.93094 0.95082  -0.0378
C -1.15821 3.89238 -3.35328  -0.1945
H 5.60603 -1.77688 -1.34964  0.0708
H 2.55739 -2.23398 3.62146  0.0773
H -0.34481 5.69651 -6.03879  0.0885
H -9.10888 0.93125 3.91773  0.0898
C 1.36001 4.11137 -2.51467  -0.4429
H 6.45848 2.80261 -6.59963  0.1215
H -5.17943 -1.12509 3.27668  0.1249
C -4.23873 -0.77843 5.20950  -0.0600
H -4.87384 1.13176 2.71397  0.1074
H 2.28564 6.00105 -2.13315  0.0797
C 1.13342 -4.91407 0.60157  -0.3836
H -0.58655 2.30781 -4.65831  0.1178
H 0.22663 3.68707 5.95069  0.0870
C 4.30473 -0.05044 -4.67506  -0.4139
H 5.03246 -1.85623 -3.45524  0.0506
C 0.79557 -6.38825 -4.50755  -0.1594
O 3.65293 -0.80425 -6.87143  0.0022
H -3.48019 2.33555 1.01825  0.0189
C 2.29888 -1.22960 3.28607  -0.0429
H -3.89849 4.66241 8.57220  0.0877
C -4.94133 -1.32601 -2.75184  -0.0586
H 0.74748 -8.17623 1.23687  0.0865
C 0.60666 5.48998 -5.54876  -0.0343
H 1.52163 -1.04226 -0.94658  0.0717
C -3.13866 3.88310 8.63087  -0.1052
H -0.08567 1.27314 4.36251  0.0555
H 3.10263 1.61173 2.94006  0.1018
H 2.13704 -3.16673 0.24569  0.0427
N -1.57846 2.36834 1.73552  0.0596
H 0.40734 -0.02801 -1.92186  0.0857
H 4.10888 2.36120 0.90843  0.0877
C -7.33713 3.95714 -1.19664  -0.0599
H -1.32586 -0.94149 1.93344  0.0656
H 7.02853 1.06157 -4.80126  0.1071
H 0.44290 3.12918 -7.12768  0.0959
O -0.18130 -0.52769 0.00041  -0.2181
H 2.17490 3.54523 -6.72990  0.0727
H -0.61611 -4.35817 1.73724  0.0673
H -7.40373 3.94630 -2.28455  0.0795
C 1.97608 4.69168 2.60357  -0.0475
H -1.27494 1.19144 -0.53704  0.1084
N 4.08015 -1.47171 1.60415  -0.1347
H 2.45719 -7.10487 -5.67143  0.0954
H -2.42053 4.79734 0.29878  0.0566
H -2.49211 -2.56107 -0.54411  0.0999
C 4.43524 -5.47179 -4.57714  -0.0190
H 3.24550 3.53877 -1.87020  0.0813
H 0.08714 -1.80415 -1.49147  0.0715
C 1.15542 -4.89254 -4.33772  -0.4671
C -5.42936 5.73425 -0.94406  -0.1623
H 1.02282 6.00444 3.95525  0.1007
H 1.41939 -6.81578 6.26713  0.0814
H 6.65394 -0.37466 1.85311  0.0656
H 5.34817 0.31821 3.78833  0.0604
H -1.35200 3.66978 -5.45108  0.1154
H -5.31452 -3.35386 5.44552  0.1202
H 7.15087 -0.60908 0.11744  0.0793
H 1.30801 9.17914 4.00697  0.0770
C 0.76682 -6.11723 -0.24255  -0.1325
H -4.41121 -1.02576 6.25697  0.0851
H 5.38499 0.90962 -2.99564  0.1064
H 5.32581 -6.09884 -4.53481  0.0862
H -0.62478 -3.72527 0.08608  0.0605
H -8.68537 6.18187 -1.06338  0.0704
C 6.20904 1.77395 -4.70610  -0.1624
H 2.31137 0.73268 1.62874  0.0932
H 0.52020 -4.54007 -6.35472  0.0876
H -0.86803 0.32088 5.53532  0.0761
N -0.66736 3.63064 5.48408  0.0301
N -4.46013 2.13299 0.88121  0.0671
H -6.35624 -3.28782 4.09656  0.1130
H 3.66589 -3.21222 1.53306  0.0669
H -5.45813 -2.26189 -2.96431  0.0727
H -1.04161 4.34316 6.09428  0.0828
H 0.76248 -4.88037 5.39388  0.1088
H 4.86491 -2.21781 -5.07748  0.0606
H 5.08190 -6.30231 -2.11136  0.0867
H 0.96440 -6.22853 7.85693  0.0811
C -0.41692 1.30394 5.40051  -0.0533
H -7.55254 7.29065 -0.87622  0.0698
H 1.53986 -5.18333 1.57646  0.1257
C 1.28673 5.57883 -2.02369  -0.0210
N -3.26502 -0.28272 -1.46592  0.0501
H -0.90166 3.10125 1.57776  0.0466
C -8.74268 1.33898 2.97553  -0.1099
H -0.96187 -4.17384 -4.26646  0.0955
H 2.27937 -4.63038 -6.29005  0.0686
H -3.68328 -4.72867 2.15653  0.0835
C 0.86592 5.66921 2.93002  -0.4288
H -3.26524 -1.11367 4.85167  0.0489
C 4.62194 -0.48798 3.89201  -0.0303
H 0.07449 -6.53412 -5.31183  0.1210
C 4.39611 1.37578 1.27520  -0.1566
C 3.59299 -0.61586 2.70769  -0.4451
H 0.33840 -7.74323 7.34537  0.0848
H 2.82895 0.27905 -3.16002  0.0579
C -6.64014 1.97585 1.96982  -0.1741
H -0.36219 9.18441 4.37337  0.0872
C 0.75832 4.02926 -5.10870  -0.4631
O -3.78787 -3.94225 -1.28619  -0.1961
H 6.18810 -1.30866 -4.57772  0.0728
H 0.13177 -4.12625 6.86823  0.1291
H -7.08663 5.28697 0.41233  0.1209
H 0.56108 6.20140 -4.72419  0.0627
H -6.70468 -0.63739 5.53410  0.0709
H 4.34253 -4.79917 -1.56774  0.0580
O 2.84084 4.68288 -4.12770  -0.0140
H 2.86610 -3.13872 -3.93318  0.0595
C 6.55044 0.07595 -7.28991  -0.0253
H 1.36054 2.21951 -6.06556  0.0562
C -1.35139 2.40933 5.74578  -0.4337
H 3.75265 2.04852 -7.97813  0.0654
C 1.39465 -4.28087 -5.75786  -0.0091
H 2.24865 -7.47423 -2.74579  0.0941
H -0.87599 -8.05802 1.88890  0.0907
H -2.75468 5.51127 -1.28424  0.0726
H 1.62309 -3.22121 -5.64371  0.0673
H 4.69047 -4.41506 -4.65654  0.0631
H -6.60344 0.13063 4.12613  0.0316
C 0.84216 6.99979 2.13556  -0.1465
C -0.48840 -2.82225 4.34629  -0.0753
C -0.90587 1.10007 1.59005  -0.4174
H 0.40150 1.45519 -0.14272  0.1032
H 3.71820 -7.95986 -3.59191  0.1170
H 1.64293 -6.75899 -0.33561  0.1081
C 0.48009 -0.83300 -1.19055  -0.0943
H -9.32072 2.22271 2.70536  0.0834
C -5.36791 -2.96856 4.42728  -0.1358
H 2.17053 3.48406 -0.52084  0.0683
H -5.33626 3.20399 3.94886  0.0746
H -2.21309 2.45993 5.08019  0.1168
H 0.47900 -3.06991 3.90936  0.0462
H -6.69753 3.15863 -0.82062  0.0527
H -1.02795 2.70938 7.90994  0.1298
H 0.72628 7.79095 4.84116  0.0706
C 5.03248 -0.99317 0.56360  -0.4562
H -5.71112 -0.59880 -2.49361  0.0744
H 7.43116 0.65035 -7.57713  0.0839
C -5.13149 2.04301 2.17421  -0.4121
H 2.21244 0.73944 -4.68800  0.0667
C -0.05051 -4.22179 -3.67047  -0.0355
H -4.27083 -1.04028 -3.56234  0.0771
H -5.24025 5.33778 -1.94163  0.1157
N -7.72857 6.39438 -1.30727  0.0270
C -0.15598 3.53252 -2.30355  -0.1412
H -1.94187 0.19269 3.25430  0.0636
H -3.47842 3.08584 9.29196  0.0845
H 0.27647 -2.99771 1.44489  0.0554
N 4.29079 0.16166 -6.13164  -0.1524
C -1.75460 0.02632 2.19348  -0.0399
C -0.61091 3.39675 -4.69986  -0.1191
O -7.38149 1.63012 3.15309  -0.2309
H 6.40534 -0.72427 -8.01563  0.0808
H -6.74285 1.14288 1.27432  0.1233
H 4.44417 0.71004 -8.93376  0.0803
C -4.32100 -3.86179 2.32954  -0.0734
H 3.47740 4.02012 -4.40544  0.0872
H -3.52251 -6.02349 -0.95519  0.0889
H -2.42217 -4.23475 6.41381  0.0715
C -0.47774 0.87392 0.13509  -0.1633
H 6.56863 2.65036 -4.16692  0.1137
C 0.44595 8.51576 4.07685  -0.0916
H -2.25434 1.51740 7.42744  0.1236
H -7.02883 2.87521 1.49213  0.1123
H -0.02996 1.18825 2.23279  0.1092
C 0.59303 -6.75025 6.97489  -0.1120
C -3.08653 -2.70979 -1.44558  -0.1867
H -0.67566 4.35930 3.55950  0.0200
H 1.85781 3.69009 3.01697  0.0613
N -0.44625 5.01640 2.82758  0.0495
H 0.45426 6.76888 1.14344  0.1073
C 2.90566 -7.23337 -3.58152  -0.1054
C -0.12595 -4.74898 6.01155  -0.1859
N -6.60231 -0.79023 4.54099  0.0469
H -0.05768 2.44948 -2.37750  0.0886
H 2.29445 -0.99142 -4.25973  0.0643
H 0.48584 -5.90160 -1.27341  0.0955
C 4.13898 -5.76015 -2.04015  -0.0361
H 2.16126 4.66774 1.52968  0.0613
O -4.49324 5.17344 0.02997  -0.2305
H -4.18974 0.30579 5.10863  0.0642
H 3.60987 -6.38084 -1.31705  0.0655
C 5.11017 -1.37561 -4.43047  -0.0150
O -2.90436 3.42801 7.29355  -0.1755
H -4.80949 2.94685 0.39573  0.0383
H 5.45722 0.87760 -0.45502  0.1047
O -0.50934 -6.08395 6.34944  -0.1845
H -2.76985 0.02025 1.79685  0.0740
C 6.55061 -0.97612 0.94996  -0.0174
H 1.52656 -8.41347 -4.85469  0.1133
H -2.36539 -2.80707 -2.25711  0.1158
H -2.33529 4.33588 9.21198  0.0812
H 1.77385 -0.67784 4.06582  0.0803
C 4.99644 1.16341 -3.98191  -0.1179
H 0.26811 -6.69095 -3.60298  0.1102
H -1.13679 -2.39441 3.58168  0.0644
N 2.34570 -4.74981 -3.46636  -0.1355
H 1.74175 7.60427 2.01953  0.1238
C 1.87782 -7.38357 -4.79123  -0.1578
H 2.11008 2.21345 -1.76118  0.0632
N 1.72246 3.95790 -3.95197  -0.1101
C 4.87265 -2.04239 -0.58821  -0.0404
H 5.13337 -1.44033 4.03187  0.0786
C 5.31236 0.93354 -6.90334  -0.4650
N -2.26701 -3.50277 5.73542  0.0567
H -2.82905 6.41991 0.27801  0.0808
H -8.28594 3.58761 -0.80766  0.0692
H -2.27268 -5.27999 -1.88641  0.0735
C 3.47546 -5.76965 -3.40483  -0.4381
H -0.20521 -2.15022 5.15641  0.0776
O -4.28112 -3.68555 3.74677  -0.2464
C -4.04549 -1.51750 -1.53845  -0.4275
H 4.26961 1.94985 -3.77865  0.0941
H 4.01249 -5.64721 -5.56639  0.0603
H 1.64210 -1.35491 2.42522  0.0667
H -5.15106 6.78356 -1.04206  0.1146
H -1.39205 -4.75304 4.25571  0.1285
C -1.83719 2.50070 7.21017  -0.1952
H 5.27986 1.54230 1.89113  0.0983
H 0.54860 1.40462 5.89624  0.0894
H -2.07242 3.46537 -2.94100  0.1146
H -5.33778 -3.99728 1.96091  0.0940
H 6.90229 -1.98342 1.17308  0.0800
H -1.73995 2.50992 2.72242  0.0457
H -3.09947 -3.47496 5.16414  0.0231
C 3.24708 0.84816 2.17573  -0.1127
H 3.85696 -2.00501 -0.98201  0.0604
H 3.69276 0.34605 -0.54553  0.0980
H 0.09514 -3.16632 -3.44055  0.0673
C -5.30318 -1.41838 4.31915  -0.4147
H 5.13187 -3.06997 -0.33330  0.0735
H -2.52410 -4.94913 -0.05889  0.0585
C 2.81044 -0.03290 -4.20427  -0.0001
N 2.22390 -4.13813 -0.01684  0.0752
H 0.65308 6.19229 -2.66421  0.0675
H 6.89716 -0.53140 -6.45384  0.0546
H -0.23679 -4.71328 -2.71555  0.0490
H -0.54343 3.71110 -1.30051  0.1030
C -4.68288 3.20081 3.07642  -0.0332
C 4.60811 0.40943 0.04289  -0.1045
O 2.71526 -3.49719 -3.05549  -0.0214
H -3.87002 -3.03680 1.77807  0.0719
H -4.81971 4.15907 2.57531  0.0775
O 4.35856 -2.73680 1.99758  -0.0116
H -1.18556 5.70186 2.88802  0.0740
C 4.65863 1.48283 -8.19559  -0.0345
H -8.86893 0.60837 2.17656  0.0881
H 4.85582 2.81315 -6.04725  0.1040
C 1.19458 3.25883 -6.34905  -0.0440
C -6.92855 5.36433 -0.66336  -0.4176
H -3.86145 0.36363 -0.96933  0.0453
H 0.99223 5.62607 -0.97529  0.0671
C -3.06639 5.49069 -0.23996  -0.0533
C 2.22308 3.28415 -1.59106  -0.0436